(1)
The following is a quantum chemistry calculation of an isolated molecule of CH4N2O2 at a distorted geometry, from the Open Molecules 2025 dataset.

energy above the lowest of the compared OMol25 structures with the same formula, charge and spin	1.137	eV
E_LUMO	0.6	eV
HOMO-LUMO gap	11.2	eV

```
! RIJCOSX wB97M-V def2-TZVPD def2/J DEFGRID3
* xyz 0 1
N -1.11332 0.65531 1.12075
N 0.25741 0.07525 0.62408
C 0.18406 -0.26175 -0.65610
O -0.42487 0.06424 -1.63044
O 1.63484 -0.80352 -0.74564
H -1.80098 -0.09857 1.19243
H -1.45176 1.27525 0.37638
H 0.76189 -0.47128 1.30947
H 1.95272 -0.43493 -1.59092
*
```

Atom charges from the natural (NBO) analysis, given in e for atoms 1 to 6:
1 N -0.662
2 N -0.469
3 C 0.875
4 O -0.576
5 O -0.793
6 H 0.348


(2)
The following is a quantum chemistry calculation of a cluster of 2 separate species, CH4N2O2 in total at a distorted geometry, from the Open Molecules 2025 dataset.

energy above the lowest of the compared OMol25 structures with the same formula, charge and spin	3.388	eV
E_LUMO (alpha / beta)	0.4 / 0.4	eV
HOMO-LUMO gap (alpha / beta)	7.4 / 8.7	eV

```
! RIJCOSX wB97M-V def2-TZVPD def2/J DEFGRID3
* xyz 0 1
C 0.35452 -0.89922 -0.54321
N 1.40297 -0.41327 -1.11964
N -1.77413 0.83686 0.97478
O -0.23445 -1.86889 -0.23242
O -0.64470 1.03085 0.30587
H 2.15067 -1.00183 -1.48276
H 1.50462 0.58949 -1.13267
H -2.50191 0.40433 0.40627
H -1.63045 0.36258 1.86480
*
```

Atom charges from the natural (NBO) analysis, given in e for atoms 1 to 6:
1 C 0.768
2 N -0.834
3 N -0.429
4 O -0.527
5 O -0.468
6 H 0.395


(3)
The following is a quantum chemistry calculation of an isolated molecule of CH4N2O2S at a distorted geometry, from the Open Molecules 2025 dataset.

energy above the lowest of the compared OMol25 structures with the same formula, charge and spin	2.615	eV
E_LUMO	-0.6	eV
HOMO-LUMO gap	8.8	eV

```
! RIJCOSX wB97M-V def2-TZVPD def2/J DEFGRID3
* xyz 0 1
C 1.03001 0.43640 0.88651
N 0.12799 0.06562 -1.16986
N 1.04557 0.51265 -0.44499
O -2.31257 -1.56451 -1.18828
O -1.55574 -0.26981 0.87817
S -1.91608 -0.30850 -0.54965
H 1.81658 1.13517 1.23360
H 0.03235 0.40019 1.30726
H 1.32282 -0.62208 1.23331
H 0.40906 0.21487 -2.18606
*
```

Atom charges from the natural (NBO) analysis, given in e for atoms 1 to 6:
1 C -0.532
2 N -0.381
3 N -0.060
4 O -0.883
5 O -0.942
6 S 1.656


(4)
The following is a quantum chemistry calculation of an isolated molecule of CH4N2O2S at a distorted geometry, from the Open Molecules 2025 dataset.

energy above the lowest of the compared OMol25 structures with the same formula, charge and spin	3.462	eV
E_LUMO	0.7	eV
HOMO-LUMO gap	10.5	eV

```
! RIJCOSX wB97M-V def2-TZVPD def2/J DEFGRID3
* xyz 0 1
C -0.05639 -0.66350 -1.18065
N 1.22621 -0.45187 -0.43436
N -1.15767 -0.38926 -0.22172
O -0.65965 -0.43977 1.15379
O 0.84939 1.55885 1.43074
S 1.02266 -0.09859 1.04925
H -0.16651 -0.10588 -2.10998
H -0.03382 -1.76136 -1.50916
H -1.44919 0.61238 -0.39775
H 0.42498 1.73900 2.21984
*
```

Atom charges from the natural (NBO) analysis, given in e for atoms 1 to 6:
1 C -0.101
2 N -0.853
3 N -0.315
4 O -0.548
5 O -0.935
6 S 1.523


(5)
The following is a quantum chemistry calculation of a cluster of 2 separate species, CH4N2O2S in total at a distorted geometry, from the Open Molecules 2025 dataset.

energy above the lowest of the compared OMol25 structures with the same formula, charge and spin	3.993	eV
E_LUMO	-0.3	eV
HOMO-LUMO gap	8.5	eV

```
! RIJCOSX wB97M-V def2-TZVPD def2/J DEFGRID3
* xyz 0 1
C -0.33515 1.36824 -1.03670
N 0.18391 0.55720 -1.77543
N 0.20635 -1.09779 1.06659
O -2.20001 1.48285 0.74306
O 1.22985 -1.13613 0.09522
S -1.18164 2.26377 0.05195
H -0.57023 -1.60087 0.60049
H 0.82963 -0.06270 -1.38392
H -0.07715 -0.15867 1.22660
H 1.91444 -1.61588 0.41214
*
```

Atom charges from the natural (NBO) analysis, given in e for atoms 1 to 6:
1 C 0.062
2 N -0.540
3 N -0.518
4 O -0.944
5 O -0.621
6 S 0.979


(6)
The following is a quantum chemistry calculation of a cluster of 2 separate species, CH4N2O2S in total at a distorted geometry, from the Open Molecules 2025 dataset.

energy above the lowest of the compared OMol25 structures with the same formula, charge and spin	4.147	eV
E_LUMO	-0.1	eV
HOMO-LUMO gap	9.6	eV

```
! RIJCOSX wB97M-V def2-TZVPD def2/J DEFGRID3
* xyz 0 1
H 1.87765 -0.00485 -0.60969
N 1.02734 0.52739 -0.34063
C 0.68866 0.40789 0.89252
S -0.49945 1.41999 1.63801
H 0.96912 -0.33695 1.67102
H -1.19211 2.03391 0.78030
O -1.57151 -2.05821 -0.26237
N -0.61592 -1.40709 -0.60702
O -0.84496 -0.57201 -1.68967
H 0.16118 -0.01008 -1.47246
*
```

Atom charges from the natural (NBO) analysis, given in e for atoms 1 to 6:
1 H 0.378
2 N -0.733
3 C 0.020
4 S 0.080
5 H 0.218
6 H 0.135


(7)
The following is a quantum chemistry calculation of an isolated molecule of CH4N2O3 at a distorted geometry, from the Open Molecules 2025 dataset.

energy above the lowest of the compared OMol25 structures with the same formula, charge and spin	2.222	eV
E_LUMO	0.4	eV
HOMO-LUMO gap	10.0	eV

```
! RIJCOSX wB97M-V def2-TZVPD def2/J DEFGRID3
* xyz 0 1
O -2.12389 -0.45318 0.04913
C -0.96332 -0.30191 -0.14110
N 0.09653 -1.29289 0.16589
O 1.44614 -1.01690 -0.30829
N -0.50431 0.96686 -0.33536
O 0.84684 1.22929 0.12732
H -0.15610 -2.31225 0.04562
H 1.82595 -0.33130 0.17704
H -1.03401 1.75849 -0.82601
H 0.56616 1.75379 1.04575
*
```

Atom charges from the natural (NBO) analysis, given in e for atoms 1 to 6:
1 O -0.590
2 C 0.736
3 N -0.395
4 O -0.563
5 N -0.398
6 O -0.566


(8)
The following is a quantum chemistry calculation of an isolated molecule of CH4N2O3 at a distorted geometry, from the Open Molecules 2025 dataset.

energy above the lowest of the compared OMol25 structures with the same formula, charge and spin	3.087	eV
E_LUMO	0.4	eV
HOMO-LUMO gap	10.6	eV

```
! RIJCOSX wB97M-V def2-TZVPD def2/J DEFGRID3
* xyz 0 1
N 0.59373 -0.75003 -1.51411
O -0.34311 -1.03011 -0.39861
C -0.01489 -0.45850 0.76554
N -0.40999 1.10627 0.77093
O 0.03764 1.73680 1.73642
O -1.15757 1.54959 -0.05032
H 0.23281 -1.25543 -2.26597
H 0.54827 0.23861 -1.51552
H -0.56723 -0.78000 1.54509
H 1.08034 -0.35720 0.92654
*
```

Atom charges from the natural (NBO) analysis, given in e for atoms 1 to 6:
1 N -0.509
2 O -0.388
3 C 0.040
4 N 0.493
5 O -0.406
6 O -0.359